103
Properties=species:S:1:pos:R:3:mulliken_charge:R:1 method="wB97M-V/def2-TZVPD" spin_multiplicity=1 e_tot_ha=-4149.8381 charge=-1 gap_ev=5.665
H -0.202 4.567 6.627 0.292
H -0.297 0.898 4.435 0.286
H -8.535 -0.838 -3.844 0.284
C 0.494 1.207 5.121 -1.973
H 4.230 2.498 1.007 0.451
H -2.552 -2.129 -6.855 0.294
H -1.041 3.953 8.034 0.315
C -8.511 -2.708 -4.935 0.301
H 2.522 0.220 1.752 0.367
H 2.625 6.902 8.156 0.289
O -2.990 -3.746 -4.591 -0.318
C 2.087 4.854 7.685 0.181
O -1.621 4.514 0.580 -0.307
H 3.227 3.967 5.111 -0.434
C -3.294 -2.023 -6.062 0.281
C 3.755 -6.538 -6.672 0.275
O -2.655 -1.559 -4.886 -0.288
H -1.194 4.548 3.770 0.110
H -3.996 -4.061 -6.388 0.289
F -0.076 5.939 1.415 -0.283
O 2.875 1.686 5.171 -0.893
H 0.013 3.784 2.721 -0.232
H 2.449 0.793 -0.751 0.085
H 4.042 0.223 -0.151 0.438
C 2.949 -7.145 -7.795 -0.434
H 2.462 3.457 -0.501 0.615
C -3.914 -3.319 -5.599 0.181
C -2.230 3.391 1.050 0.695
C -1.922 -0.319 -1.314 0.216
H 2.706 3.986 7.501 0.161
O -2.927 2.681 0.396 -0.585
C 1.518 -3.694 -3.733 0.723
H 1.203 2.215 7.446 0.361
O 1.673 -7.332 -7.177 -0.355
H 2.369 3.921 1.165 0.262
C 2.135 -2.398 -4.190 0.305
H 0.945 1.617 2.589 0.009
O -0.228 -0.306 1.631 -0.434
H 2.880 -2.502 -4.982 0.199
C 3.099 -3.027 -2.269 0.599
H 1.217 2.709 0.533 -0.011
H 1.349 -1.422 3.623 -0.002
C 2.235 3.079 0.496 -1.511
C -1.212 5.268 1.712 0.209
O -7.164 -3.084 -4.704 -0.311
C 2.832 5.899 8.508 -1.270
C -0.654 0.430 -1.629 0.649
C 1.880 1.063 4.455 1.789
C -0.080 3.950 7.522 -0.615
H 3.350 -8.091 -8.148 0.275
H 0.106 -0.159 -2.147 0.056
B 3.287 2.951 4.451 1.168
F -8.580 -1.978 -6.074 -0.275
O -1.615 -0.908 -0.044 -0.454
O 2.439 -4.125 -2.725 -0.349
H 1.811 -1.174 5.786 0.045
F 1.196 -1.497 -4.586 -0.230
H 2.511 5.823 9.545 0.308
F -0.892 1.562 -2.339 -0.334
C -2.334 -2.655 -4.145 0.748
C -0.997 4.204 2.759 0.519
P 2.246 -0.776 4.501 0.160
H 3.919 1.655 -1.167 0.524
O -0.185 0.783 -0.340 -0.164
F 4.686 -5.670 -7.134 -0.277
C 0.240 2.527 7.041 -0.385
O 0.615 -6.313 -5.472 -0.486
H 3.897 5.705 8.454 0.328
C 3.276 2.005 0.843 1.011
C 3.424 1.090 -0.376 -1.718
H -1.995 5.991 1.953 0.278
O 0.249 2.520 5.617 0.003
H -2.157 -1.080 -2.057 -0.360
H 1.439 -4.426 -4.527 -0.419
C 1.929 1.789 3.040 0.887
O 0.891 4.505 8.375 -0.473
O 3.862 -3.024 -1.368 -0.503
H 0.456 0.529 5.977 0.698
C -6.984 -3.120 -3.347 0.651
H -4.893 -3.154 -5.153 -0.250
H -2.770 0.360 -1.198 0.332
H 4.313 2.812 3.794 -0.321
H 3.877 0.968 2.624 0.282
O 2.151 3.079 3.445 -0.828
H -9.877 -1.924 -3.427 0.273
H 1.808 5.312 6.739 0.171
C 1.584 -6.471 -6.133 0.623
H -9.122 -3.605 -5.048 0.260
O 2.766 -1.927 -3.017 -0.301
O -6.063 -3.636 -2.812 -0.477
F -4.229 -1.122 -6.448 -0.286
H 4.236 -7.262 -6.012 0.280
S 4.103 -1.354 4.284 -0.470
O -1.572 -2.644 -3.233 -0.657
O -8.003 -2.490 -2.716 -0.315
C -0.641 -0.162 0.529 0.396
C -8.829 -1.880 -3.712 -0.447
H 0.533 -3.547 -3.290 0.078
O -1.963 3.211 2.358 -0.333
H -0.544 1.841 7.375 0.322
H 2.852 -6.458 -8.636 0.274
O 2.771 -5.822 -5.945 -0.256
C 2.951 1.161 2.099 -1.835